Molecular formula: C37H39O4PtSi2
Method: DFT, wB97M-V/def2-TZVPD

Its energy above the lowest of the compared OMol25 structures with the same formula, charge and spin is 0.00 kcal per mole. Its total charge is -1. The expectation value of S² is 2.006. The calculated total energy comes out at -2432.7091 Eh. For the LUMO energy (spin up / spin down), the calculation gives 2.67 / 2.39 eV. The spin multiplicity is 3.

The geometry in XYZ format:
```
83
Properties=species:S:1:pos:R:3:lowdin_spin:R:1
Pt -0.21059 0.52293 0.01600 1.2397
C 1.10176 0.05268 6.44160 0.0001
O 2.38063 0.06079 5.83436 -0.0004
C 2.42132 -0.13455 4.48880 0.0023
C 3.68619 0.03486 3.89409 0.0070
C 3.79522 -0.11373 2.53858 -0.0007
C 2.69010 -0.38688 1.70662 0.0103
C 2.86369 -0.49985 0.26595 0.0177
C 4.24018 -0.76137 -0.31781 0.0047
O 1.95030 -0.39566 -0.55282 0.0754
C 1.40185 -0.53420 2.31189 0.0145
O 0.31377 -0.77566 1.66524 0.1219
C 1.32202 -0.43785 3.72734 0.0107
H 1.26567 0.27939 7.49254 0.0000
H 0.62742 -0.92849 6.35182 0.0000
H 0.45214 0.81157 5.99823 0.0000
H 4.53418 0.28988 4.51431 0.0005
H 4.76802 0.03485 2.08732 -0.0003
H 4.97730 -1.11284 0.39786 0.0001
H 4.59191 0.15896 -0.78922 0.0008
H 4.12015 -1.50514 -1.10480 0.0007
H 0.33434 -0.54179 4.15094 0.0004
C -4.96710 -1.49988 0.50313 0.0008
C -5.09019 -0.11096 -0.13285 0.0041
C -6.41225 0.52974 0.29297 0.0010
C -5.07768 -0.25877 -1.65800 0.0009
Si -3.56557 0.90696 0.39293 0.0170
O -2.26584 0.16848 -0.17689 0.1704
C -3.69650 2.64818 -0.35236 -0.0002
C -3.33077 2.80845 -1.69303 0.0006
C -3.32933 4.05345 -2.30440 0.0001
C -3.68953 5.18272 -1.58112 -0.0001
C -4.05110 5.05246 -0.24890 0.0005
C -4.05365 3.79931 0.35248 -0.0002
C -3.56761 1.03886 2.28147 -0.0003
C -2.55135 0.40150 3.00004 -0.0007
C -2.52704 0.43126 4.38884 0.0000
C -3.51327 1.10345 5.09480 -0.0001
C -4.53381 1.74169 4.40320 -0.0001
C -4.55855 1.70160 3.01523 -0.0001
H -5.79758 -2.14072 0.17970 0.0000
H -4.99107 -1.44294 1.59440 0.0000
H -4.03049 -1.98021 0.21313 0.0007
H -7.25720 -0.05067 -0.09921 0.0004
H -6.50631 1.55127 -0.08731 0.0000
H -6.51399 0.55866 1.37968 0.0000
H -5.87684 -0.94015 -1.97712 0.0000
H -4.12428 -0.66064 -2.00644 0.0006
H -5.24590 0.70156 -2.15238 0.0000
H -3.00867 1.94191 -2.26005 0.0004
H -3.02853 4.14670 -3.34129 0.0000
H -3.67498 6.15919 -2.05025 0.0000
H -4.31731 5.92951 0.32941 0.0000
H -4.31464 3.72870 1.40124 0.0000
H -1.76314 -0.11804 2.46659 -0.0009
H -1.72686 -0.06638 4.92476 0.0000
H -3.48634 1.13380 6.17782 0.0000
H -5.31216 2.26760 4.94421 0.0000
H -5.37353 2.19706 2.49922 0.0000
C 4.19338 4.60691 -1.20509 0.0080
C 4.23115 3.50994 -0.35391 -0.0007
C 3.05088 2.96587 0.13211 0.0114
C 1.80304 3.50388 -0.19882 0.0347
C 1.79184 4.60433 -1.05858 0.0111
C 2.96742 5.15138 -1.55866 0.0001
Si 0.17982 2.76181 0.45898 0.1642
C 0.09821 3.15926 2.31061 0.0188
C 1.14456 2.86976 3.19075 0.0091
C 1.03759 3.12454 4.55132 -0.0008
C -0.13136 3.66904 5.06721 0.0081
C -1.18696 3.95835 4.21315 -0.0007
C -1.06743 3.70701 2.85314 0.0085
H 5.11240 5.03089 -1.59173 0.0006
H 5.18386 3.07500 -0.07238 -0.0002
H 3.10106 2.10073 0.78162 0.0021
H 0.84071 5.04363 -1.34055 0.0007
H 2.92565 6.00578 -2.22436 -0.0001
H -0.86113 3.65343 -0.13327 0.0236
H 2.05919 2.42223 2.81850 0.0009
H 1.86490 2.88350 5.20984 -0.0002
H -0.22003 3.86302 6.13009 0.0006
H -2.10903 4.36979 4.60688 -0.0002
H -1.90102 3.93130 2.19634 0.0003
```